Record 1
Entry from the OMol25 dataset: C19H13AgF9N6O7S3 as an isolated structure (the ωB97M-V functional and the def2-TZVPD basis).

Structure (XYZ):
```
58
Properties=species:S:1:pos:R:3:mulliken_charge:R:1
Ag 0.360 0.365 -0.942 0.884
S 4.239 -1.501 5.770 0.091
N 2.758 -0.878 5.582 -0.695
C 2.513 -0.866 4.285 0.908
C 1.286 -0.399 3.656 0.345
C 0.219 0.117 4.389 -0.614
C -0.906 0.524 3.715 -1.023
C -0.936 0.375 2.328 -0.044
N 0.061 -0.121 1.624 0.066
C 1.174 -0.481 2.265 -0.465
C 2.317 -0.972 1.445 -0.298
N 2.186 -0.937 0.119 0.488
C 3.173 -1.376 -0.639 -0.419
C 4.364 -1.884 -0.120 -0.872
C 4.523 -1.904 1.245 -0.637
C 3.488 -1.433 2.051 0.290
C 3.583 -1.384 3.503 0.988
N 4.618 -1.778 4.222 -0.706
H 0.304 0.193 5.466 0.500
H -1.754 0.949 4.234 0.436
H -1.808 0.687 1.767 0.381
H 3.012 -1.312 -1.709 0.467
H 5.139 -2.238 -0.785 0.420
H 5.431 -2.267 1.710 0.503
F -0.048 -1.633 -5.504 -0.223
C 0.286 -2.155 -4.326 0.515
F 0.150 -3.485 -4.401 -0.233
F 1.576 -1.882 -4.094 -0.218
S -0.781 -1.539 -2.961 1.069
O -0.103 -2.049 -1.790 -0.688
O -2.093 -2.033 -3.263 -0.654
N -0.526 0.020 -3.237 -0.480
S -1.567 1.227 -3.080 0.900
O -2.940 0.911 -3.364 -0.648
O -1.283 2.110 -1.972 -0.609
C -1.006 2.198 -4.537 0.510
F -1.821 3.251 -4.678 -0.227
F -1.070 1.470 -5.655 -0.232
F 0.236 2.638 -4.381 -0.203
C -4.213 -1.898 0.442 -0.957
N -4.222 -0.454 0.333 0.323
C -5.353 0.265 0.869 -0.889
C -3.217 0.187 -0.307 -0.208
O -2.247 -0.368 -0.778 -0.136
H -5.064 -2.323 -0.096 0.341
H -4.272 -2.198 1.492 0.319
H -3.292 -2.270 0.002 0.201
H -6.283 -0.059 0.393 0.329
H -5.224 1.330 0.686 0.269
H -5.443 0.101 1.946 0.303
H -3.348 1.278 -0.376 0.341
F 3.439 4.348 0.043 -0.292
C 2.142 4.272 -0.351 0.681
F 2.067 4.866 -1.556 -0.259
F 1.440 5.035 0.502 -0.271
C 1.676 2.790 -0.390 0.675
O 2.111 2.129 -1.351 -0.701
O 0.947 2.439 0.556 -0.644
```

Total charge = -1
HOMO = -5.774 eV
Total energy = -104153.2708 eV

***

Record 2
Entry from the OMol25 dataset: C25H45N6P2SScSi2 as an isolated structure (the ωB97M-V functional and the def2-TZVPD basis).

Structure (XYZ):
```
82
Properties=species:S:1:pos:R:3:mulliken_charge:R:1
Sc 1.029 0.439 -0.645 -0.239
N 3.358 0.420 -1.572 0.091
N 4.210 -0.685 -1.450 -0.547
C 3.745 -1.829 -0.949 0.512
N 4.588 -2.848 -0.836 -0.402
S 2.117 -1.999 -0.475 -0.451
H 3.241 0.667 -2.554 0.230
H 3.764 1.231 -1.107 0.079
H 5.164 -0.600 -1.775 0.220
H 5.561 -2.791 -1.097 0.205
H 4.254 -3.717 -0.456 0.208
C 2.386 3.162 -3.116 -1.446
Si 1.707 2.960 -1.351 1.151
C 3.017 3.722 -0.189 -1.334
C 0.171 4.046 -1.237 0.491
C 0.292 5.440 -1.284 -0.469
C -0.820 6.262 -1.243 -0.827
C -2.087 5.699 -1.158 -0.832
C -2.223 4.323 -1.119 -0.445
C -1.109 3.476 -1.159 0.477
Si -1.335 1.601 -1.145 1.126
C -2.196 1.133 -2.774 -1.370
C -2.574 1.239 0.259 -1.092
H 2.462 4.229 -3.336 0.382
H 1.716 2.728 -3.862 0.352
H 3.387 2.746 -3.274 0.345
H 3.175 4.774 -0.438 0.454
H 4.005 3.249 -0.262 0.365
H 2.718 3.684 0.860 0.286
H 1.273 5.900 -1.354 0.313
H -0.704 7.338 -1.280 0.421
H -2.963 6.334 -1.128 0.422
H -3.222 3.902 -1.059 0.347
H -3.202 1.559 -2.814 0.351
H -2.298 0.052 -2.923 0.266
H -1.644 1.523 -3.631 0.422
H -3.551 1.671 0.028 0.465
H -2.247 1.672 1.207 0.358
H -2.730 0.170 0.431 -0.023
C 0.476 2.421 2.371 -1.357
P 0.902 0.664 2.118 1.467
C 2.735 0.725 2.148 -1.287
C 0.430 -0.182 3.639 0.171
C 1.039 0.146 4.852 -0.487
C 0.637 -0.475 6.022 -0.794
C -0.381 -1.419 5.992 -0.566
C -1.002 -1.739 4.795 -0.509
C -0.595 -1.121 3.621 0.185
H 1.147 2.893 3.090 0.506
H -0.545 2.491 2.747 0.420
H 0.514 2.969 1.427 0.073
H 3.108 1.320 2.982 0.495
H 3.108 1.211 1.239 0.188
H 3.147 -0.282 2.203 0.402
H 1.825 0.891 4.889 0.296
H 1.110 -0.218 6.960 0.427
H -0.698 -1.898 6.909 0.398
H -1.810 -2.459 4.782 0.432
H -1.102 -1.338 2.688 0.077
C -3.183 -4.391 -0.056 -0.773
N -1.659 -4.589 0.051 0.069
C -1.156 -5.195 -1.272 -0.814
N -1.549 -4.398 -2.372 0.151
C -3.002 -4.228 -2.402 -0.920
N -3.500 -3.596 -1.184 0.186
C -3.083 -2.195 -1.054 -1.169
P -1.237 -2.003 -0.986 0.620
C -0.982 -3.282 0.351 -1.353
C -0.852 -3.112 -2.425 -0.962
H -3.506 -3.929 0.876 0.387
H -3.610 -5.390 -0.149 0.366
H -1.467 -5.249 0.806 0.366
H -1.594 -6.192 -1.326 0.362
H -0.072 -5.261 -1.188 0.405
H -3.471 -5.207 -2.507 0.321
H -3.273 -3.619 -3.262 0.399
H -3.543 -1.749 -0.171 0.594
H -3.460 -1.640 -1.915 0.405
H -1.416 -2.915 1.283 0.630
H 0.075 -3.480 0.526 0.427
H 0.226 -3.266 -2.492 0.451
H -1.163 -2.599 -3.338 0.456
```

Total charge = +2
HOMO = -11.736 eV
Total energy = -101451.6134 eV

***

Record 3
Entry from the OMol25 dataset: one molecule with the formula C3H7IOS2 (the ωB97M-V functional and the def2-TZVPD basis).

Structure (XYZ):
```
14
Properties=species:S:1:pos:R:3:mulliken_charge:R:1
C -0.822 -0.015 0.990 -1.209
C 1.436 -0.948 0.463 -1.096
C 0.191 -0.305 -0.168 0.201
O 0.836 2.383 -0.058 -0.402
S -2.747 -0.197 -2.589 -0.474
S 0.841 1.260 -0.962 0.321
I -1.599 1.732 -2.461 0.336
H -0.278 0.407 1.735 0.409
H -1.718 0.554 0.733 0.280
H -1.168 -0.965 1.442 0.376
H 2.110 -1.495 -0.164 0.294
H 1.335 -1.649 1.371 0.282
H 1.853 0.040 0.764 0.319
H -0.268 -0.803 -1.097 0.360
```

HOMO (alpha / beta) = -8.150 / -8.114 eV
Total energy = -35040.1046 eV